[1]
{
  "formula": "C34H27NO3S",
  "method": "ωB97M-V/def2-TZVPD",
  "symbols": ["C", "C", "C", "C", "C", "C", "C", "C", "C", "C", "O", "C", "C", "C", "C", "C", "C", "C", "C", "C", "C", "C", "C", "C", "C", "N", "C", "C", "S", "O", "O", "C", "C", "C", "C", "C", "C", "C", "C", "H", "H", "H", "H", "H", "H", "H", "H", "H", "H", "H", "H", "H", "H", "H", "H", "H", "H", "H", "H", "H", "H", "H", "H", "H", "H", "H"],
  "xyz": [[-5.86103, -2.18306, -2.91291], [-4.73981, -1.41024, -2.27503], [-4.93067, -0.16289, -1.66554], [-3.87259, 0.50941, -1.04651], [-2.56800, -0.01688, -0.99994], [-1.46665, 0.81776, -0.26373], [-0.12172, 0.64239, -0.93062], [0.47108, -0.61352, -0.84000], [1.83822, -0.77995, -1.10844], [2.55528, 0.32259, -1.58486], [3.94629, 0.34309, -1.66592], [4.68006, -0.56853, -2.42076], [5.77852, -0.00680, -3.06619], [6.48355, -0.75935, -3.99380], [6.13494, -2.09642, -4.22836], [5.09515, -2.67980, -3.49401], [4.36356, -1.91856, -2.56213], [1.91046, 1.52289, -1.90855], [0.58308, 1.70424, -1.50334], [-1.00364, 1.09755, 1.19313], [-2.15845, 1.35052, 2.17806], [-3.03590, 0.28700, 2.36234], [-4.16008, 0.41939, 3.17490], [-4.39802, 1.60917, 3.86178], [-5.56093, 1.73228, 4.70573], [-6.52494, 1.86085, 5.36628], [-3.49774, 2.67234, 3.71007], [-2.39252, 2.54659, 2.86365], [0.45485, 2.02892, 2.04545], [0.04038, 2.49564, 3.32694], [1.12474, 2.90925, 1.09812], [1.70092, 0.76026, 2.54407], [1.68702, 0.18254, 3.82384], [2.69608, -0.72271, 4.17941], [3.73369, -1.03289, 3.29500], [3.78346, -0.38194, 2.06087], [2.82110, 0.57597, 1.74135], [-2.35861, -1.17675, -1.79920], [-3.43180, -1.88359, -2.34975], [-5.77388, -3.24409, -2.66430], [-6.82355, -1.81815, -2.55627], [-5.88147, -2.12164, -4.00809], [-5.94470, 0.24758, -1.65887], [-4.10302, 1.47816, -0.58986], [-1.81511, 1.85260, -0.21270], [-0.09723, -1.49435, -0.50188], [2.31978, -1.73104, -0.89373], [6.01854, 1.02391, -2.86061], [7.31172, -0.31593, -4.53075], [6.68361, -2.70543, -4.95794], [4.84497, -3.74266, -3.63012], [3.58576, -2.40335, -1.97454], [2.45982, 2.31302, -2.41497], [0.10017, 2.66870, -1.66501], [-0.63071, 0.12209, 1.47549], [-2.86933, -0.65819, 1.83703], [-4.86988, -0.40138, 3.26282], [-3.68299, 3.61503, 4.23351], [-1.79821, 3.44846, 2.72210], [0.94099, 0.49315, 4.55241], [2.71231, -1.16986, 5.17656], [4.52818, -1.73150, 3.57760], [4.59936, -0.56472, 1.36354], [2.98142, 1.22661, 0.88150], [-1.35434, -1.54883, -2.01843], [-3.24153, -2.83494, -2.85591]],
  "forces_ev_per_angstrom": [[-0.2, -0.1, 0.1], [0.3, 0.5, -0.1], [0.0, -0.5, -0.1], [-0.2, 0.0, 0.3], [-0.5, -0.2, 0.5], [1.1, 2.8, -1.5], [-0.1, 0.3, -0.6], [0.9, -0.4, 0.2], [-0.4, 0.5, -0.1], [0.2, -0.2, -0.2], [-0.1, -0.3, 0.0], [-0.5, 0.2, 0.1], [-0.2, -0.4, -0.3], [-0.1, -0.5, 0.2], [-0.2, -0.3, 0.1], [0.1, 0.2, 0.1], [0.4, -0.3, -0.4], [-0.4, -0.3, 0.5], [0.4, -0.4, -0.5], [-0.9, -2.9, 4.2], [-0.1, -0.1, -0.4], [-0.5, -0.1, 0.2], [0.0, -0.3, -0.1], [0.4, 0.0, -0.1], [-2.3, 0.5, 1.5], [2.5, -0.4, -1.7], [0.0, 0.0, -0.1], [-1.2, 0.6, -0.2], [2.7, -0.5, -2.1], [-0.3, 0.4, 0.5], [-0.9, -0.4, 0.8], [0.2, 0.2, 0.0], [-0.1, -0.2, -0.2], [0.1, 0.1, 0.1], [-0.2, 0.1, -0.3], [0.1, 0.2, 0.4], [-0.1, 0.0, -0.6], [0.1, 0.2, 0.6], [0.3, 0.2, 0.1], [-0.1, 0.1, 0.0], [0.0, -0.1, 0.0], [0.2, 0.2, 0.2], [0.4, 0.1, 0.1], [0.2, -0.4, 0.0], [-0.4, 0.4, -2.4], [0.4, 0.7, 0.1], [-0.2, 0.4, 0.0], [0.0, 0.1, -0.1], [0.0, 0.0, 0.0], [-0.2, 0.4, 0.3], [0.2, 0.6, 0.1], [0.3, 0.3, -0.4], [0.0, -0.1, 0.3], [0.1, -0.3, 0.2], [0.3, -0.5, 0.8], [0.0, 0.3, 0.2], [0.2, 0.1, 0.0], [0.1, -0.4, -0.2], [-0.2, -0.5, 0.0], [0.0, -0.3, -0.2], [-0.2, 0.2, -0.3], [-0.4, 0.2, -0.1], [-0.1, 0.1, 0.2], [-0.3, -0.4, 0.0], [-0.5, 0.1, 0.3], [0.0, 0.4, 0.1]],
  "lowdin_charge": [-0.056, -0.283, -0.037, -0.038, -0.127, -0.171, -0.226, -0.043, 0.001, -0.256, -0.003, -0.238, -0.011, -0.081, -0.098, -0.078, -0.013, 0.021, -0.014, -0.211, -0.210, -0.020, -0.019, -0.236, -0.171, 0.145, -0.003, -0.038, 0.793, -0.307, -0.311, -0.237, -0.051, -0.076, -0.074, -0.064, -0.068, -0.022, -0.044, 0.080, 0.073, 0.086, 0.114, 0.119, 0.141, 0.127, 0.102, 0.118, 0.102, 0.103, 0.108, 0.088, 0.127, 0.128, 0.105, 0.130, 0.122, 0.126, 0.116, 0.114, 0.107, 0.109, 0.110, 0.109, 0.095, 0.118],
  "smiles": "Cc1ccc([C@H](c2ccc(Oc3ccccc3)cc2)[C@H](c2ccc(C#N)cc2)S(=O)(=O)c2ccccc2)cc1",
  "energy_ha": -1990.34823,
  "e_lumo_ev": 0.3,
  "de_lowest_kcal_mol": 1.4,
  "multiplicity": 1,
  "molar_mass_g_mol": 529.66
}

[2]
{
  "formula": "C2H3NS",
  "method": "ωB97M-V/def2-TZVPD",
  "symbols": ["C", "C", "N", "S", "H", "H", "H"],
  "xyz": [[0.46358, 0.89557, -0.39257], [-0.49319, -0.97259, 0.69397], [0.71639, 2.10212, -0.58495], [1.23351, 0.95570, -1.93536], [0.01671, -0.82284, 1.64136], [-0.39984, -1.54877, -0.20143], [-1.53717, -0.60918, 0.77899]],
  "forces_ev_per_angstrom": [[-1.2, -0.9, 1.3], [-0.9, 4.4, -0.8], [-0.9, -1.1, 1.6], [0.8, -0.7, -1.7], [0.5, -0.9, -0.5], [1.0, -0.7, 0.2], [0.7, -0.1, 0.0]],
  "lowdin_charge": [-0.625, 0.171, -0.224, 0.605, 0.026, 0.018, 0.029],
  "energy_ha": -530.74811,
  "e_lumo_ev": [-1.5, -1.5],
  "de_lowest_kcal_mol": 117.1,
  "multiplicity": 1,
  "molar_mass_g_mol": 73.12
}

[3]
{
  "formula": "C4H9N3",
  "method": "ωB97M-V/def2-TZVPD",
  "symbols": ["H", "N", "C", "N", "C", "N", "C", "C", "H", "H", "H", "H", "H", "H", "H", "H"],
  "xyz": [[-0.62025, 1.77245, -1.24386], [0.19419, 2.33357, -0.87652], [0.99928, 1.26497, -0.64904], [0.48445, 0.06840, -0.32568], [1.42613, -1.18550, -0.39656], [-0.81925, -0.19068, -0.37345], [-1.62161, 0.55573, 0.68148], [-1.20818, -0.90916, 0.88816], [2.01695, 1.55934, -0.17650], [2.45873, -0.85754, -0.60064], [1.21868, -1.73209, 0.66762], [1.01854, -1.86517, -1.33947], [-0.80557, 1.22703, 1.16229], [-2.55893, 0.88572, 0.32013], [-1.90247, -1.69801, 0.64748], [-0.28069, -1.22904, 1.61457]],
  "forces_ev_per_angstrom": [[0.0, 1.5, 0.4], [1.4, -4.1, -1.2], [-1.0, 5.3, 2.1], [5.8, -2.2, 0.0], [-3.4, -0.6, 0.0], [-3.4, -1.4, 0.4], [5.0, -1.0, 0.9], [1.3, 0.5, 0.3], [-1.3, -1.2, -1.3], [-0.6, -0.2, 0.4], [1.2, 0.9, -3.0], [1.1, 1.6, 2.6], [-2.4, -0.6, -0.4], [-0.8, 0.3, 0.1], [-0.2, -0.1, 0.4], [-2.8, 1.2, -1.7]],
  "lowdin_charge": [0.021, 0.029, -0.301, -0.280, -0.013, -0.141, -0.067, -0.111, 0.139, 0.062, 0.092, 0.130, 0.130, 0.087, 0.084, 0.139],
  "smiles": "[H]/N=C\\N(C)N1CC1",
  "energy_ha": -321.89680,
  "e_lumo_ev": 0.8,
  "de_lowest_kcal_mol": 121.5,
  "multiplicity": 1,
  "molar_mass_g_mol": 99.14
}

[4]
{
  "formula": "C21H22N8O3RhSe",
  "method": "ωB97M-V/def2-TZVPD",
  "symbols": ["Rh", "N", "C", "C", "O", "N", "C", "C", "O", "O", "H", "H", "H", "H", "H", "H", "N", "C", "C", "C", "N", "C", "N", "C", "C", "C", "C", "C", "C", "Se", "C", "C", "C", "H", "H", "H", "H", "H", "H", "H", "H", "H", "H", "H", "N", "C", "C", "N", "C", "C", "N", "H", "H", "H", "H", "H"],
  "xyz": [[0.19882, -1.10100, -0.62037], [0.03375, -3.17203, -1.39772], [-1.43183, -3.38786, -1.32817], [-1.84989, -3.00559, 0.08548], [-2.48126, -3.79437, 0.78537], [-1.36624, -1.80278, 0.44843], [-1.11080, -1.64524, 1.87469], [0.39401, -1.73427, 2.12172], [0.86653, -1.90344, 3.22696], [1.13702, -1.62186, 1.03776], [0.37026, -3.26841, -2.34935], [0.52921, -3.83348, -0.80803], [-1.72651, -4.41428, -1.54109], [-1.88547, -2.71099, -2.04946], [-1.61473, -2.42592, 2.44231], [-1.45848, -0.68271, 2.24490], [-0.72822, -0.63953, -2.46232], [-0.65279, 0.11538, -3.34254], [-0.53311, 0.97822, -4.41761], [-1.32673, 2.14951, -4.51124], [-1.95436, 3.11325, -4.59717], [0.40331, 0.67285, -5.43428], [1.17251, 0.44195, -6.26515], [-2.15193, 2.23935, 5.60343], [-1.61711, 2.01471, 4.21429], [-2.47099, 1.91105, 3.12569], [-1.99221, 1.69928, 1.83598], [-2.97021, 1.51862, 0.70770], [-0.60948, 1.59595, 1.63774], [0.06308, 1.29125, -0.12710], [0.27531, 1.71701, 2.71990], [1.76626, 1.61405, 2.54933], [-0.25018, 1.91688, 3.99148], [-3.22759, 2.06695, 5.64353], [-1.96487, 3.26385, 5.93444], [-1.67291, 1.57097, 6.32055], [-3.54312, 1.97482, 3.28283], [-3.99110, 1.66536, 1.06253], [-2.88256, 0.51270, 0.29038], [-2.77229, 2.21398, -0.10791], [2.05729, 0.61534, 2.22674], [2.26863, 1.82934, 3.49291], [2.11879, 2.31022, 1.78740], [0.43159, 1.98436, 4.83325], [3.53220, 1.34971, -4.17457], [3.33891, 0.29172, -3.32608], [2.28391, 0.31285, -2.39056], [2.07998, -0.70252, -1.57895], [2.94084, -1.73480, -1.62066], [3.97496, -1.72829, -2.52653], [4.17071, -0.73740, -3.39797], [2.71597, 1.91194, -4.35972], [4.04091, 1.10480, -5.01017], [1.60937, 1.15705, -2.32055], [2.79382, -2.51949, -0.89235], [4.66902, -2.55898, -2.57013]],
  "forces_ev_per_angstrom": [[-0.1, -0.3, -0.3], [0.0, 0.2, 0.1], [0.0, 0.0, 0.0], [0.1, 0.0, 0.0], [-0.1, 0.0, 0.0], [0.0, 0.1, 0.0], [0.0, 0.0, 0.0], [0.0, 0.0, -0.1], [0.0, 0.0, 0.0], [0.1, -0.1, 0.2], [0.1, 0.0, 0.0], [0.0, 0.0, 0.0], [0.0, 0.0, 0.1], [0.0, 0.0, 0.0], [0.0, 0.0, 0.0], [0.0, 0.0, 0.0], [0.2, 0.2, 0.2], [-0.1, -0.1, -0.1], [0.0, 0.0, 0.0], [0.0, 0.0, 0.0], [0.0, 0.0, 0.0], [-0.1, 0.0, 0.0], [0.1, 0.0, 0.0], [0.0, 0.0, 0.0], [0.0, 0.0, 0.0], [0.0, 0.0, 0.0], [0.0, 0.0, 0.0], [0.0, 0.0, 0.0], [0.0, -0.1, 0.0], [0.1, 0.1, 0.0], [0.0, 0.0, 0.0], [0.0, 0.0, 0.0], [0.0, 0.0, 0.0], [0.0, 0.0, 0.0], [0.0, 0.0, 0.0], [0.0, 0.0, 0.0], [0.0, 0.0, 0.0], [0.0, 0.0, 0.0], [0.0, 0.0, 0.0], [0.0, 0.0, 0.0], [0.0, -0.1, 0.0], [0.0, 0.0, 0.0], [0.0, 0.0, 0.0], [0.0, 0.0, 0.0], [0.0, 0.0, 0.1], [0.0, 0.1, 0.0], [0.0, 0.0, 0.0], [-0.3, -0.2, -0.3], [0.1, 0.1, 0.2], [0.0, 0.0, 0.0], [0.0, 0.0, 0.0], [0.0, 0.0, 0.0], [0.0, 0.0, 0.0], [0.0, 0.0, 0.0], [0.0, 0.0, 0.0], [0.0, 0.0, 0.0]],
  "lowdin_charge": [0.849, -0.035, -0.161, -0.555, 0.011, -0.088, -0.116, -0.607, 0.047, -0.204, 0.092, 0.105, 0.112, 0.090, 0.121, 0.099, 0.066, -0.198, -0.283, -0.245, 0.119, -0.263, 0.120, -0.060, -0.273, -0.027, -0.323, -0.086, -0.520, 0.808, -0.294, -0.080, -0.017, 0.069, 0.076, 0.076, 0.109, 0.071, 0.062, 0.063, 0.065, 0.073, 0.060, 0.115, 0.134, -0.362, -0.096, -0.045, -0.123, -0.119, 0.127, 0.083, 0.096, 0.056, 0.099, 0.104],
  "energy_ha": -3989.36409,
  "e_lumo_ev": 2.1,
  "de_lowest_kcal_mol": 13.2,
  "charge": -1,
  "multiplicity": 1,
  "molar_mass_g_mol": 616.33
}